Formula: C50H42Cl2FeN8S5
Source: OMol25
Level of theory: wB97M-V/def2-TZVPD

The geometry in XYZ format:
```
108
Properties=species:S:1:pos:R:3:lowdin_charge:R:1
Fe 1.72 -1.50 0.74 0.11
C 5.21 -0.74 3.07 -0.01
C 3.80 -1.03 2.68 -0.24
N 3.54 -1.33 1.40 -0.07
N 4.58 -1.27 0.57 -0.01
C 4.39 -0.88 -0.65 -0.84
N 5.44 -0.78 -1.49 0.10
S 2.84 -0.31 -1.21 0.74
C 2.68 -0.94 3.54 -0.21
C 2.72 -0.52 4.89 0.01
C 1.55 -0.43 5.60 -0.04
C 0.34 -0.78 4.98 -0.03
C 0.39 -1.20 3.66 -0.17
N 1.49 -1.25 2.95 -0.04
H 5.60 0.06 2.43 0.09
H 5.82 -1.62 2.89 0.10
H 5.29 -0.45 4.11 0.06
H 6.30 -1.23 -1.21 0.11
H 5.25 -0.69 -2.47 0.09
H 3.66 -0.27 5.35 0.11
H 1.56 -0.10 6.63 0.11
H -0.59 -0.75 5.52 0.11
H -0.51 -1.54 3.16 0.10
Cl 0.92 -3.56 1.82 0.87
C 0.89 -4.91 0.74 -0.63
C 0.23 -6.07 1.07 -0.11
C 0.24 -7.12 0.16 -0.09
C 0.88 -6.98 -1.06 -0.11
C 1.54 -5.80 -1.37 -0.70
Cl 2.33 -5.63 -2.89 0.69
C 1.58 -4.73 -0.46 -0.69
S 2.44 -3.27 -0.79 0.69
H -0.26 -6.16 2.02 0.11
H -0.27 -8.04 0.40 0.10
H 0.89 -7.79 -1.77 0.10
N 1.49 0.45 1.10 -0.34
S 0.83 1.72 0.81 0.79
N 0.14 1.99 -0.66 -0.35
S -1.33 1.66 -1.02 0.90
N -1.92 0.23 -0.76 -0.36
S -1.08 -1.16 -1.00 0.80
N 0.00 -1.48 -0.06 -0.34
C -0.74 -1.17 -2.78 -0.29
C -1.81 -0.95 -3.63 -0.09
C -1.60 -0.91 -5.00 -0.07
C -0.33 -1.10 -5.51 -0.06
C 0.73 -1.37 -4.65 -0.05
C 0.52 -1.42 -3.28 -0.09
C -2.41 -2.38 -0.98 -0.29
C -3.75 -2.04 -0.97 -0.08
C -4.70 -3.04 -1.15 -0.07
C -4.30 -4.36 -1.32 -0.06
C -2.95 -4.69 -1.30 -0.04
C -2.00 -3.70 -1.14 -0.04
C -2.41 2.77 -0.16 -0.31
C -2.10 4.13 -0.22 -0.06
C -2.89 5.03 0.47 -0.05
C -3.98 4.58 1.21 -0.04
C -4.29 3.22 1.24 -0.05
C -3.51 2.32 0.55 -0.06
C -1.49 2.05 -2.75 -0.31
C -2.74 1.93 -3.34 -0.08
C -2.89 2.21 -4.68 -0.06
C -1.79 2.62 -5.43 -0.05
C -0.55 2.77 -4.83 -0.05
C -0.39 2.48 -3.49 -0.04
C -0.47 2.00 2.04 -0.29
C -1.31 0.92 2.25 -0.13
C -2.25 0.97 3.26 -0.08
C -2.33 2.08 4.08 -0.07
C -1.48 3.15 3.87 -0.06
C -0.54 3.12 2.85 -0.04
C 1.97 3.09 0.95 -0.30
C 1.85 4.24 0.19 -0.07
C 2.77 5.26 0.35 -0.06
C 3.80 5.12 1.27 -0.06
C 3.92 3.96 2.02 -0.05
C 3.01 2.93 1.86 -0.05
H -2.80 -0.82 -3.22 0.11
H -2.43 -0.74 -5.66 0.11
H -0.16 -1.05 -6.57 0.11
H 1.72 -1.54 -5.04 0.11
H 1.33 -1.64 -2.61 -0.02
H -4.03 -1.01 -0.84 0.09
H -5.75 -2.79 -1.16 0.11
H -5.04 -5.12 -1.48 0.11
H -2.64 -5.71 -1.43 0.11
H -0.95 -3.93 -1.14 0.10
H -1.26 4.46 -0.80 0.11
H -2.67 6.08 0.43 0.12
H -4.59 5.28 1.75 0.11
H -5.14 2.88 1.80 0.12
H -3.72 1.26 0.56 0.10
H -3.58 1.61 -2.73 0.12
H -3.86 2.11 -5.15 0.12
H -1.91 2.84 -6.48 0.11
H 0.29 3.11 -5.40 0.12
H 0.57 2.56 -2.99 0.11
H -1.21 0.06 1.60 0.08
H -2.91 0.13 3.41 0.12
H -3.06 2.12 4.87 0.11
H -1.53 4.02 4.52 0.11
H 0.13 3.96 2.69 0.11
H 1.04 4.30 -0.53 0.09
H 2.69 6.16 -0.23 0.11
H 4.52 5.91 1.40 0.11
H 4.73 3.85 2.74 0.11
H 3.08 2.00 2.41 0.10
```

* HOMO level (alpha / beta): -8.839 / -8.866 eV
* frontier orbital gap (alpha / beta): 5.90 / 6.35 eV
* spin multiplicity: 2
* charge: +1

Formula: C50H42N3O7PS2SiSn
Source: OMol25
Level of theory: wB97M-V/def2-TZVPD

The geometry in XYZ format:
```
107
Properties=species:S:1:pos:R:3:lowdin_charge:R:1
Sn -0.22 -0.16 -0.53 1.06
O -4.41 -0.49 0.88 0.02
C -3.25 -0.84 0.68 -0.59
O -2.34 -0.07 0.15 -0.25
C -2.85 -2.25 1.16 -0.10
C -1.80 -2.13 2.29 -0.26
C -1.70 -3.47 3.05 -0.10
C -0.88 -4.33 2.03 -0.10
C -0.72 -3.32 0.87 -0.27
O -0.56 -2.09 1.59 -0.18
C -2.07 -3.17 0.16 -0.11
C -2.01 -2.65 -1.28 -0.60
O -2.90 -3.03 -2.05 0.04
O -1.02 -1.88 -1.63 -0.24
H -3.76 -2.70 1.52 0.14
H -1.91 -1.25 2.92 0.16
H -1.15 -3.34 3.98 0.10
H -2.68 -3.89 3.27 0.11
H 0.09 -4.60 2.44 0.10
H -1.40 -5.24 1.72 0.11
H 0.13 -3.49 0.21 0.16
H -2.57 -4.14 0.09 0.14
N 1.51 1.62 3.25 -0.14
P 2.04 0.27 2.27 1.04
C 3.34 -0.32 3.46 -0.36
C 3.23 -1.63 3.93 -0.10
C 4.15 -2.14 4.85 -0.10
C 5.19 -1.34 5.30 -0.11
C 5.31 -0.04 4.83 -0.10
C 4.40 0.47 3.92 -0.11
C 3.17 1.18 1.14 -0.40
C 2.79 2.43 0.64 -0.10
C 3.63 3.13 -0.22 -0.09
C 4.85 2.59 -0.60 -0.10
C 5.21 1.32 -0.15 -0.09
C 4.37 0.62 0.71 -0.13
C 0.23 2.15 3.23 -0.40
C -0.09 3.24 4.05 -0.04
C -1.38 3.73 4.01 -0.10
C -2.32 3.14 3.18 -0.08
C -1.92 2.06 2.41 -0.13
N -0.67 1.58 2.42 0.11
H 2.19 2.15 3.76 0.09
H 2.41 -2.25 3.57 0.09
H 4.05 -3.16 5.20 0.10
H 5.91 -1.74 6.00 0.09
H 6.14 0.58 5.17 0.10
H 4.52 1.47 3.54 0.11
H 1.83 2.86 0.92 0.09
H 3.32 4.10 -0.60 0.10
H 5.50 3.13 -1.27 0.10
H 6.14 0.87 -0.48 0.11
H 4.64 -0.38 1.03 0.11
H 0.66 3.67 4.70 0.10
H -1.65 4.58 4.64 0.10
H -3.34 3.50 3.12 0.10
H -2.61 1.56 1.73 0.10
C 0.38 5.82 -1.39 -0.12
C -0.16 4.98 -0.42 -0.10
C -0.63 3.72 -0.78 -0.13
C -0.58 3.26 -2.10 -0.28
C 0.00 4.11 -3.05 -0.10
C 0.47 5.37 -2.70 -0.11
Si -1.21 1.48 -2.47 0.66
C -0.83 1.30 -4.34 -0.29
C -1.68 1.80 -5.33 -0.11
C -1.38 1.66 -6.68 -0.11
C -0.21 1.01 -7.07 -0.11
C 0.65 0.50 -6.10 -0.08
C 0.33 0.64 -4.75 -0.10
C -3.10 1.66 -2.46 -0.29
C -3.79 2.80 -2.05 -0.10
C -5.19 2.83 -2.01 -0.11
C -5.91 1.70 -2.37 -0.12
C -5.24 0.54 -2.76 -0.09
C -3.86 0.53 -2.80 -0.10
H 0.74 6.81 -1.12 0.09
H -0.23 5.31 0.61 0.09
H -1.05 3.08 -0.01 0.08
H 0.08 3.77 -4.08 0.10
H 0.91 6.01 -3.46 0.09
H -2.60 2.30 -5.03 0.10
H -2.05 2.05 -7.43 0.09
H 0.03 0.90 -8.12 0.09
H 1.56 -0.01 -6.39 0.10
H 0.99 0.20 -4.00 0.04
H -3.24 3.69 -1.76 0.09
H -5.70 3.73 -1.70 0.09
H -7.00 1.72 -2.33 0.08
H -5.80 -0.35 -3.01 0.10
H -3.34 -0.39 -3.08 0.11
O 7.16 -0.44 -4.44 -0.34
S 5.81 -0.53 -4.95 0.59
O 5.67 -1.10 -6.27 -0.34
N 4.82 -1.24 -3.88 -0.12
C 3.92 -0.39 -3.39 -0.84
S 2.77 -0.74 -2.21 0.58
C 4.04 1.00 -3.95 -0.24
C 3.31 2.13 -3.64 -0.05
C 3.62 3.33 -4.27 -0.07
C 4.65 3.39 -5.21 -0.09
C 5.39 2.26 -5.53 -0.05
C 5.06 1.08 -4.88 -0.23
H 2.51 2.07 -2.91 0.09
H 3.06 4.22 -4.02 0.09
H 4.88 4.34 -5.69 0.09
H 6.19 2.29 -6.26 0.11
```

* HOMO level: -2.020 eV
* frontier orbital gap: 5.80 eV
* spin multiplicity: 1
* charge: -2

Formula: C50H42N4O2PReS2
Source: OMol25
Level of theory: wB97M-V/def2-TZVPD

The geometry in XYZ format:
```
102
Properties=species:S:1:pos:R:3:lowdin_charge:R:1
Re 0.29 0.10 -0.03 1.34
C -0.12 -4.53 -6.20 -0.07
C -1.19 -3.83 -5.65 -0.07
C -0.99 -3.01 -4.55 -0.03
C 0.28 -2.87 -3.99 -0.22
C 1.35 -3.57 -4.55 -0.04
C 1.15 -4.39 -5.65 -0.07
C 0.48 -1.97 -2.82 -0.06
C 0.84 -2.52 -1.60 -0.23
C 0.98 -3.92 -1.38 0.03
C 1.16 -4.11 -0.06 0.03
C 1.13 -2.83 0.57 -0.25
N 1.00 -1.85 -0.40 -0.09
C 1.05 -2.66 1.95 -0.08
C 0.91 -1.44 2.58 -0.23
C 1.04 -1.22 4.00 0.04
C 1.12 0.12 4.19 0.03
C 1.06 0.74 2.89 -0.23
C 1.41 2.05 2.62 -0.07
C 1.63 2.96 3.78 -0.22
C 2.92 3.36 4.14 -0.03
C 3.11 4.20 5.23 -0.07
C 2.03 4.63 5.98 -0.07
C 0.75 4.23 5.63 -0.07
C 0.55 3.40 4.54 -0.03
C 1.62 2.54 1.34 -0.23
N 1.37 1.89 0.15 -0.09
C 1.48 2.85 -0.85 -0.24
C 1.09 2.73 -2.17 -0.08
C 1.21 3.93 -3.06 -0.23
C 2.45 4.33 -3.54 -0.03
C 2.54 5.44 -4.37 -0.07
C 1.40 6.15 -4.73 -0.07
C 0.16 5.74 -4.24 -0.07
C 0.06 4.64 -3.41 -0.02
C 0.62 1.55 -2.75 -0.23
C 0.46 1.34 -4.15 0.03
C 0.28 0.01 -4.34 0.03
C 0.33 -0.61 -3.05 -0.22
N 0.45 0.36 -2.08 -0.05
C 1.93 4.08 -0.27 0.03
C 2.01 3.90 1.07 0.03
N 0.84 -0.23 1.94 -0.06
C 1.12 -3.88 2.82 -0.22
C 2.31 -4.59 2.95 -0.03
C 2.37 -5.70 3.77 -0.07
C 1.24 -6.12 4.47 -0.07
C 0.05 -5.42 4.34 -0.07
C -0.01 -4.30 3.52 -0.03
H -0.27 -5.17 -7.05 0.11
H -2.18 -3.93 -6.07 0.11
H -1.82 -2.47 -4.11 0.12
H 2.34 -3.46 -4.12 0.13
H 1.99 -4.93 -6.08 0.11
H 0.90 -4.67 -2.15 0.12
H 1.27 -5.05 0.47 0.12
H 1.12 -2.00 4.73 0.13
H 1.29 0.65 5.11 0.13
H 3.76 3.02 3.56 0.13
H 4.12 4.50 5.50 0.11
H 2.18 5.28 6.83 0.11
H -0.10 4.57 6.21 0.11
H -0.45 3.09 4.26 0.12
H 3.33 3.77 -3.27 0.13
H 3.51 5.75 -4.75 0.11
H 1.48 7.01 -5.37 0.11
H -0.73 6.30 -4.51 0.11
H -0.90 4.32 -3.03 0.11
H 0.55 2.11 -4.90 0.13
H 0.20 -0.52 -5.27 0.13
H 2.12 4.98 -0.83 0.13
H 2.27 4.62 1.82 0.12
H 3.19 -4.25 2.41 0.13
H 3.30 -6.24 3.88 0.11
H 1.29 -6.99 5.11 0.11
H -0.83 -5.74 4.87 0.11
H -0.94 -3.75 3.41 0.12
C -2.88 0.12 3.17 -0.07
C -3.99 0.83 2.42 -0.42
C -5.37 0.48 2.93 -0.04
O -4.01 0.50 0.98 -0.28
P -2.80 0.32 0.01 -0.04
S -1.73 -1.35 0.29 0.49
S -1.49 1.84 0.16 0.46
O -3.47 0.19 -1.39 -0.28
C -4.14 1.22 -2.20 -0.40
C -4.84 2.27 -1.35 -0.05
C -3.12 1.80 -3.16 -0.04
H -2.94 0.42 4.21 0.10
H -1.89 0.37 2.79 0.03
H -3.01 -0.97 3.12 0.08
H -3.84 1.91 2.46 0.14
H -5.51 -0.61 2.94 0.09
H -6.14 0.92 2.30 0.09
H -5.49 0.85 3.94 0.09
H -4.88 0.64 -2.74 0.15
H -4.13 2.84 -0.76 0.07
H -5.58 1.82 -0.69 0.08
H -5.35 2.96 -2.03 0.10
H -2.38 2.39 -2.62 0.05
H -3.62 2.44 -3.88 0.10
H -2.61 1.00 -3.69 0.08
```

* HOMO level (alpha / beta): -9.347 / -9.818 eV
* frontier orbital gap (alpha / beta): 5.46 / 5.71 eV
* spin multiplicity: 4
* charge: +1

Formula: C50H43IrN6O4S3
Source: OMol25
Level of theory: wB97M-V/def2-TZVPD

The geometry in XYZ format:
```
107
Properties=species:S:1:pos:R:3:lowdin_charge:R:1
Ir -0.51 -0.90 1.54 1.65
N -1.30 0.04 0.06 -0.43
S -1.10 1.10 -1.01 0.88
N 0.27 1.12 -1.84 -0.34
S 1.17 -0.09 -2.21 0.91
N 1.26 -1.17 -1.15 -0.37
S 1.95 -1.93 0.04 0.85
N 0.96 -2.15 1.20 -0.41
C 3.37 -1.08 0.61 -0.32
C 3.49 0.29 0.40 -0.07
C 4.58 0.94 0.96 -0.03
C 5.50 0.23 1.72 -0.02
C 5.33 -1.13 1.96 -0.02
C 4.26 -1.80 1.41 -0.04
C 2.45 -3.47 -0.62 -0.35
C 3.70 -3.62 -1.22 -0.06
C 4.00 -4.85 -1.80 -0.03
C 3.07 -5.88 -1.78 -0.02
C 1.82 -5.70 -1.18 -0.03
C 1.50 -4.49 -0.59 -0.06
C 0.62 -0.86 -3.68 -0.33
C 0.10 -0.05 -4.68 -0.05
C -0.26 -0.64 -5.88 -0.03
C -0.09 -2.01 -6.06 -0.02
C 0.44 -2.80 -5.05 -0.03
C 0.81 -2.23 -3.84 -0.05
C 2.72 0.63 -2.58 -0.34
C 2.91 2.00 -2.53 -0.05
C 4.16 2.50 -2.84 -0.03
C 5.19 1.64 -3.21 -0.02
C 4.98 0.27 -3.27 -0.02
C 3.73 -0.26 -2.96 -0.05
C -2.44 0.95 -2.14 -0.32
C -3.26 2.03 -2.42 -0.03
C -4.34 1.82 -3.28 -0.03
C -4.57 0.57 -3.82 -0.02
C -3.74 -0.51 -3.50 -0.04
C -2.67 -0.33 -2.65 -0.07
C -1.10 2.73 -0.36 -0.34
C -0.69 3.79 -1.16 -0.07
C -0.71 5.06 -0.61 -0.03
C -1.12 5.25 0.71 -0.02
C -1.52 4.17 1.49 -0.03
C -1.52 2.89 0.95 -0.05
H 2.75 0.84 -0.15 0.09
H 4.70 2.00 0.81 0.12
H 6.34 0.75 2.16 0.13
H 6.04 -1.67 2.57 0.13
H 4.11 -2.86 1.60 0.13
H 4.42 -2.82 -1.23 0.12
H 4.96 -5.00 -2.26 0.13
H 3.31 -6.83 -2.23 0.13
H 1.11 -6.51 -1.16 0.13
H 0.55 -4.34 -0.10 0.11
H -0.02 1.02 -4.53 0.12
H -0.67 -0.03 -6.67 0.13
H -0.37 -2.46 -7.00 0.13
H 0.57 -3.86 -5.20 0.12
H 1.21 -2.84 -3.04 0.10
H 2.10 2.66 -2.23 0.11
H 4.33 3.57 -2.81 0.13
H 6.16 2.05 -3.46 0.13
H 5.78 -0.39 -3.57 0.13
H 3.55 -1.32 -3.02 0.11
H -3.09 3.00 -1.99 0.12
H -4.99 2.65 -3.52 0.13
H -5.41 0.42 -4.48 0.13
H -3.94 -1.49 -3.92 0.12
H -2.03 -1.16 -2.38 0.11
H -0.38 3.64 -2.18 0.12
H -0.41 5.91 -1.21 0.13
H -1.13 6.25 1.13 0.13
H -1.83 4.33 2.51 0.13
H -1.85 2.05 1.54 0.10
O 0.86 0.83 1.99 -0.10
C 0.32 1.01 3.13 -0.57
O -0.64 0.20 3.42 -0.10
C 0.74 2.07 4.03 -0.16
C 1.62 3.05 3.58 -0.02
C 2.01 4.07 4.43 -0.05
C 1.52 4.09 5.74 -0.04
C 0.65 3.11 6.19 -0.04
C 0.25 2.10 5.34 0.00
H 1.98 3.01 2.56 0.11
H 2.68 4.84 4.09 0.11
H 1.83 4.88 6.41 0.12
H 0.28 3.14 7.21 0.12
H -0.44 1.33 5.67 0.12
O -7.42 1.03 1.45 -0.03
C -7.49 0.02 2.44 -0.22
N -6.13 -0.47 2.52 0.10
C -5.79 -1.45 3.38 -0.44
O -6.59 -1.97 4.13 0.11
C -4.35 -1.91 3.40 -0.07
C -4.00 -2.83 4.38 0.06
C -2.70 -3.31 4.45 0.01
C -1.78 -2.85 3.54 -0.11
N -2.11 -1.97 2.58 -0.12
C -3.37 -1.51 2.51 -0.06
H -8.30 1.41 1.34 0.11
H -8.16 -0.79 2.17 0.14
H -7.80 0.42 3.42 0.14
H -5.47 -0.01 1.91 0.12
H -4.77 -3.15 5.07 0.14
H -2.41 -4.03 5.20 0.13
H -0.75 -3.20 3.55 0.12
H -3.57 -0.82 1.70 0.11
```

* HOMO level (alpha / beta): -15.466 / -15.466 eV
* frontier orbital gap (alpha / beta): 8.06 / 5.76 eV
* spin multiplicity: 6
* charge: +3